1.
C4H10N2O2 | ωB97M-V with the def2-TZVPD basis set

Calculated values
Multiplicity ... 1
E_tot ... -11381.9269 eV
ΔE to the lowest compared entry with this formula, charge and spin ... 114.7 kcal/mol
Structure (SMILES) ... CC(C)=C(N)N(O)O

Geometry as XYZ:
```
18
Properties=species:S:1:pos:R:3:mulliken_charge:R:1
C 0.42 -1.42 -1.26 -1.385
C -0.15 -0.75 -0.05 1.118
C -0.66 -1.66 1.04 -1.633
C -0.22 0.58 0.08 -0.012
N -0.72 1.25 1.22 -0.658
N 0.27 1.44 -0.95 0.067
O 1.63 1.26 -1.20 -0.403
O 0.03 2.79 -0.70 -0.434
H 0.58 -0.71 -2.06 0.394
H 1.38 -1.89 -1.02 0.270
H -0.26 -2.20 -1.60 0.412
H -1.72 -1.50 1.23 0.377
H -0.52 -2.69 0.74 0.368
H -0.12 -1.50 1.97 0.353
H -1.32 2.02 0.96 0.239
H -1.21 0.62 1.83 0.251
H 2.15 1.27 -0.36 0.330
H 0.44 3.07 0.14 0.346
```

2.
C9H26B2FN4O13Tl | ωB97M-V with the def2-TZVPD basis set

Calculated values
Multiplicity ... 1
E_tot ... -51076.8251 eV
ΔE to the lowest compared entry with this formula, charge and spin ... 0.0 kcal/mol

Geometry as XYZ:
```
56
Properties=species:S:1:pos:R:3:mulliken_charge:R:1
Tl 10.21 3.84 -16.17 0.932
B 8.09 2.81 -14.21 0.346
H 7.10 2.83 -13.57 -0.029
H 8.23 1.68 -14.56 -0.018
H 7.94 3.51 -15.22 -0.569
H 9.08 3.12 -13.63 -0.091
B 7.50 2.67 -16.95 0.426
H 6.41 2.28 -17.21 0.046
H 7.32 3.84 -16.66 -0.212
H 7.76 2.01 -15.95 0.160
H 8.29 2.57 -17.82 -0.072
C 6.88 7.85 -15.84 -0.251
C 7.31 6.40 -16.02 0.913
O 8.52 6.12 -16.23 -0.691
O 6.45 5.51 -15.79 -0.860
H 5.81 7.82 -15.67 -0.453
H 7.20 8.45 -16.69 0.106
H 7.40 8.23 -14.96 0.209
C 3.48 8.14 -14.55 0.038
C 2.63 8.97 -13.62 0.347
O 1.62 9.42 -14.49 -0.324
C 1.41 8.41 -15.38 0.635
O 0.42 8.27 -16.01 -0.510
O 2.52 7.63 -15.48 -0.299
F 3.33 10.01 -13.11 -0.287
H 4.11 7.36 -14.12 0.085
H 4.21 8.79 -15.04 0.084
H 2.24 8.40 -12.77 0.299
C 9.42 10.01 -16.32 -0.646
N 9.59 11.30 -17.02 0.944
O 10.57 11.42 -17.73 -0.554
O 8.84 12.21 -16.74 -0.532
H 8.58 10.12 -15.63 0.259
H 10.26 9.81 -15.66 0.328
H 9.19 9.23 -17.04 0.234
C 7.32 5.52 -19.42 -0.428
N 8.73 5.29 -19.80 0.907
O 9.11 5.75 -20.85 -0.548
O 9.45 4.71 -19.00 -0.496
H 6.78 6.01 -20.22 0.352
H 7.21 6.11 -18.52 0.045
H 6.95 4.52 -19.18 0.199
C 3.51 10.13 -19.05 -0.693
N 4.97 10.39 -19.02 0.851
O 5.61 9.84 -18.15 -0.501
O 5.42 11.16 -19.84 -0.525
H 3.20 10.18 -20.09 0.298
H 3.02 10.94 -18.51 0.267
H 3.29 9.16 -18.62 0.274
C 7.51 6.52 -12.28 -0.661
N 6.75 5.24 -12.42 0.898
O 7.09 4.35 -11.66 -0.548
O 5.82 5.21 -13.19 -0.417
H 7.51 6.83 -11.24 0.345
H 7.09 7.32 -12.88 0.135
H 8.52 6.27 -12.60 0.257
```

3.
C3H8BBrO2 | ωB97M-V with the def2-TZVPD basis set

Calculated values
<S²> ... 2.006
Multiplicity ... 3
E_tot ... -78051.8797 eV
ΔE to the lowest compared entry with this formula, charge and spin ... 3.4 kcal/mol

Geometry as XYZ:
```
15
Properties=species:S:1:pos:R:3:mulliken_charge:R:1
B -0.38 -1.39 -0.41 0.690
C 1.03 1.44 -0.07 -1.089
C 0.08 0.96 1.08 -0.354
C -0.87 -0.07 0.56 -0.559
O 1.00 -1.59 -0.62 -0.568
O -1.42 -2.03 -0.97 -0.490
Br -2.05 0.84 -0.88 -0.055
H 1.34 0.64 -0.68 0.299
H 0.67 2.35 -0.65 0.270
H 1.98 1.85 0.30 0.371
H -0.45 1.81 1.57 0.340
H 0.69 0.69 2.03 0.274
H -1.61 -0.27 1.40 0.316
H 1.22 -2.36 -1.11 0.267
H -1.23 -2.86 -1.55 0.288
```